# 1
25
Properties=species:S:1:pos:R:3:forces:R:3 method="wB97M-V/def2-TZVPD" energy_ha=-1071.69335 de_lowest_kcal_mol=102.5 homo_energy_ev=-6.8 total_charge=-1
Cl 0.21827 0.09438 -0.17354 -1.151 1.111 -0.606
O 1.67433 1.84990 -1.31037 1.264 1.751 -1.280
H 0.91407 1.37918 -0.96880 0.479 0.582 -0.379
H 1.95126 2.41437 -0.58862 0.141 0.123 0.177
O -1.92545 -1.08817 0.96992 -1.234 -0.682 1.141
H -2.78205 -0.88653 0.59334 -0.232 -0.041 -0.092
H -1.30083 -0.64237 0.39781 -0.267 0.060 -0.267
O -1.56361 1.58378 -1.97442 -0.631 0.225 -0.662
H -1.14618 2.33621 -2.39373 0.127 0.175 -0.091
H -0.95384 1.32534 -1.28331 -0.111 -0.210 -0.243
O -1.54796 2.30955 0.94290 -1.115 1.115 -0.379
H -0.92756 1.83638 0.38843 -0.120 0.182 0.305
H -1.81244 1.67159 1.60569 0.267 -0.078 0.139
O -0.31571 -2.14437 -1.36857 -0.662 -2.152 -1.040
H 0.42540 -2.30972 -1.95135 0.163 0.007 -0.221
H -0.00085 -1.47157 -0.76490 -0.175 -0.561 -0.392
O 2.55715 -1.10830 -0.72607 1.835 -0.534 -1.164
H 1.67842 -0.74180 -0.62738 0.717 -0.020 -0.115
H 2.43815 -2.05117 -0.61176 0.056 -0.054 0.363
O 1.17378 -2.11895 1.26856 0.376 -1.137 0.969
H 0.67726 -1.31231 1.13060 0.068 -0.052 0.369
H 0.61288 -2.80942 0.91519 -0.367 -0.162 -0.043
O 0.15713 0.96399 2.27730 0.435 0.455 2.619
H -0.29041 0.34075 2.84959 -0.018 -0.225 0.275
H 0.08878 0.57926 1.40349 0.154 0.123 0.616

---

# 2
41
Properties=species:S:1:pos:R:3:forces:R:3 method="wB97M-V/def2-TZVPD" energy_ha=-1678.21431 de_lowest_kcal_mol=54.6 homo_energy_ev=-6.5 total_charge=-1
Cl 0.15070 -0.32872 -0.67767 -0.677 -0.132 -0.478
O 1.42444 -0.91276 -0.69444 2.948 -0.907 -0.485
O -0.54015 -0.90023 0.40850 -1.739 -0.664 1.962
O 0.25287 1.07381 -0.51972 0.053 1.727 0.128
O -0.53863 -0.63400 -1.89151 -0.640 -0.095 -1.106
O -4.96080 1.34871 -1.51041 -0.190 0.210 -0.173
H -5.45798 0.91127 -0.81925 -0.099 -0.116 0.163
H -4.09680 0.93776 -1.48135 0.352 -0.106 0.005
O 0.15325 3.89959 -5.23269 -0.080 0.272 -0.194
H -0.41779 3.23772 -4.84272 -0.150 -0.191 0.166
H 1.03239 3.52665 -5.16736 0.228 -0.092 0.071
O 3.97863 1.00208 3.19832 -0.004 0.161 0.218
H 4.68877 0.40661 3.43784 0.155 -0.135 0.078
H 3.76340 0.76800 2.29548 -0.208 -0.043 -0.323
O -3.00309 -1.07747 5.05384 -0.221 0.181 0.108
H -3.02041 -1.85031 4.48936 -0.051 -0.200 -0.214
H -2.08436 -0.98507 5.30610 0.340 0.055 0.109
O -2.85081 2.99625 3.79059 -0.113 0.260 0.177
H -2.82614 2.05910 3.98392 -0.015 -0.319 0.064
H -2.49552 3.06797 2.90466 0.122 -0.004 -0.246
O 5.66092 -2.20145 -2.85628 0.274 0.013 -0.158
H 4.81904 -1.78875 -2.66352 -0.305 0.171 0.041
H 5.72429 -2.92176 -2.22909 -0.007 -0.162 0.131
O 0.90474 -1.43913 5.78019 -0.145 0.066 0.273
H 1.07275 -1.08416 4.90726 0.108 0.203 -0.305
H 0.75742 -2.37371 5.63494 -0.020 -0.245 -0.032
O 4.78200 4.37691 -1.53973 0.217 0.055 -0.222
H 3.90069 4.63560 -1.27027 -0.337 0.095 0.040
H 5.19463 4.05842 -0.73690 0.078 -0.114 0.175
O 1.25960 6.61873 -0.85831 0.246 -0.015 0.118
H 0.44899 6.12309 -0.97440 -0.194 -0.245 -0.025
H 1.06058 7.48873 -1.20433 -0.002 0.202 -0.098
O -3.57774 -4.77455 2.32626 -0.101 0.004 0.291
H -3.17479 -4.18856 1.68558 0.109 0.250 -0.219
H -3.44566 -5.65142 1.96584 0.015 -0.194 -0.078
O -4.58432 -3.07057 -2.33206 -0.185 -0.165 0.175
H -3.75005 -2.60869 -2.41507 0.333 0.197 0.059
H -4.89397 -3.17038 -3.23227 -0.085 -0.003 -0.196
O 1.72299 -5.35676 -4.32051 0.118 -0.017 -0.219
H 1.51809 -4.95048 -3.47838 -0.061 0.252 0.221
H 1.44797 -6.26813 -4.22051 -0.066 -0.211 -0.002

---

# 3
44
Properties=species:S:1:pos:R:3:forces:R:3 method="wB97M-V/def2-TZVPD" energy_ha=-1754.71798 de_lowest_kcal_mol=8.6 homo_energy_ev=-7.8 total_charge=-1
Cl 0.02561 1.10841 -0.50923 -0.160 0.834 0.785
O -0.70739 1.81241 0.61977 1.627 -1.926 -2.649
O 0.81261 -0.06359 0.01277 -2.007 2.030 -0.687
O -0.93339 0.63841 -1.50823 1.146 0.686 0.992
O 0.99161 2.08841 -1.10823 -2.186 -1.562 0.528
O -2.55439 -1.12359 0.23977 0.079 0.147 0.097
H -2.64739 -0.14959 0.29177 -0.624 -0.131 0.012
H -3.38239 -1.47659 -0.09623 -0.138 0.141 0.127
O 1.86661 2.51641 1.35177 1.857 0.831 3.335
H 2.05961 1.63141 1.66877 -0.228 -0.033 -0.573
H 1.51761 2.55441 0.50077 -0.549 -0.315 -2.220
O -0.09939 -1.01759 -3.80523 1.356 -2.398 -0.383
H -0.25339 -0.23759 -3.32623 -0.501 1.903 1.006
H 0.51061 -1.51759 -3.19923 -0.737 0.488 -0.699
O 1.38561 -2.77859 1.51577 1.008 -0.299 0.609
H 1.36161 -2.74759 0.56577 -0.159 -0.002 -0.444
H 0.48661 -2.64759 1.80277 -0.510 0.183 0.009
O -0.54639 -0.81659 2.35777 0.997 0.781 0.367
H -1.13339 -1.05359 1.63377 -0.176 -0.124 -0.434
H 0.20761 -0.31459 1.95477 -0.973 -0.955 0.232
O 1.64061 -2.23159 -1.87923 0.411 -0.006 -0.366
H 2.44161 -1.75659 -2.11523 0.292 0.202 0.262
H 1.79861 -3.13559 -2.16123 -0.063 -0.277 0.011
O 3.39461 -0.32459 0.00677 3.131 -0.215 0.318
H 2.47061 -0.30959 -0.02723 -2.127 0.205 0.188
H 3.67561 0.20041 0.77477 -0.237 -0.282 -0.632
O -2.16239 1.22441 3.03377 -1.556 1.246 2.035
H -1.44139 0.60841 2.90977 0.661 -1.025 0.241
H -2.40939 1.28141 4.00377 0.751 -0.256 -1.926
O -0.65339 -2.70959 -0.67523 -0.575 -2.218 0.249
H -1.35039 -2.07459 -0.60923 -0.730 0.863 0.205
H 0.12461 -2.25559 -0.90923 1.170 1.068 -0.497
O 3.59861 1.99141 -1.88423 0.500 1.196 0.004
H 3.48261 1.15041 -2.29123 0.008 -1.028 -0.296
H 2.69961 2.25541 -1.67223 0.027 -0.023 0.101
O 0.14661 2.94041 3.38677 -1.407 -0.321 -0.508
H -0.61939 2.61941 2.84477 0.599 0.318 1.089
H 0.78761 3.02641 2.67577 0.679 0.138 -0.178
O -2.76639 -1.41359 -3.12623 -0.416 -0.643 -0.527
H -2.80739 -0.81459 -2.39223 0.187 0.450 0.544
H -1.82739 -1.62859 -3.24523 -0.062 0.242 -0.032
O -3.42939 1.49041 0.71977 -1.132 -0.172 -2.072
H -2.96039 1.53741 1.52577 0.696 -0.086 2.325
H -2.80239 1.92341 0.14277 0.070 0.345 -0.547

---

# 4
44
Properties=species:S:1:pos:R:3:forces:R:3 method="wB97M-V/def2-TZVPD" energy_ha=-1754.66789 de_lowest_kcal_mol=40.0 homo_energy_ev=-8.0 total_charge=-1
Cl 3.22910 -15.12418 5.87377 0.790 -2.039 0.743
O 1.85146 -15.63086 5.44713 2.869 1.599 0.412
O 3.37109 -15.39707 7.31356 -0.735 0.687 -2.411
O 4.31971 -15.89734 5.16519 -2.877 1.666 0.750
O 3.37441 -13.69413 5.54884 -0.276 -2.339 0.141
O 5.26883 -17.57783 7.76696 0.505 0.061 0.039
H 4.73311 -17.55694 8.55640 -0.430 -0.083 0.285
H 5.73204 -16.73087 7.82479 -0.053 -0.060 -0.336
O 0.78220 -17.75161 7.56013 1.421 1.336 -0.592
H 1.47142 -17.23639 7.03809 -1.246 -0.718 1.254
H 0.85166 -18.61808 7.17871 -0.103 -0.687 -0.103
O 0.78743 -17.85417 4.65536 -0.365 -2.791 -0.710
H 1.20006 -17.09340 5.03751 0.606 0.800 0.715
H 1.14359 -18.66994 5.08312 -0.317 1.315 -0.571
O 2.15631 -13.13905 2.95403 -3.924 1.337 -0.134
H 1.33307 -13.51037 3.38117 1.978 0.171 -0.452
H 2.90310 -13.65428 3.12879 1.488 -1.980 0.288
O 3.10600 -11.29275 6.54005 -2.057 1.768 2.299
H 3.67643 -10.83900 5.98824 1.817 1.683 -1.626
H 3.25878 -12.16420 6.30545 0.136 -2.804 -0.363
O 4.81198 -13.58969 8.60024 1.741 0.814 1.266
H 3.92542 -13.85806 8.70976 -1.495 -0.463 0.035
H 4.95863 -13.55864 7.66857 0.159 -0.112 -0.961
O 1.48486 -16.52374 2.45681 0.279 0.905 -1.558
H 1.43082 -17.25807 3.05563 -0.205 -1.131 1.007
H 1.61354 -16.88384 1.56951 -0.204 0.007 0.189
O 4.05090 -15.40830 2.28815 -0.314 0.117 0.173
H 4.29334 -15.46523 3.22563 0.142 -0.286 -0.212
H 3.14492 -15.77766 2.27981 0.471 0.238 0.163
O 0.24243 -14.64838 7.52757 -0.275 0.892 1.981
H -0.52461 -14.41959 7.03702 -1.096 0.335 -0.578
H 0.75137 -15.12546 6.91342 1.074 -0.979 -1.214
O 6.85789 -16.67366 4.64172 0.516 0.386 -0.196
H 6.01739 -16.40750 5.00193 -1.140 -0.934 0.273
H 7.22247 -15.80532 4.83148 1.122 -0.009 -0.143
O -0.66066 -15.32645 3.69717 -0.543 0.914 0.153
H 0.06091 -15.65980 3.16099 0.438 -0.427 -0.315
H -0.70557 -14.39439 3.43962 -0.225 -0.271 0.155
O 4.06116 -11.44706 3.49879 0.818 1.280 0.278
H 3.41574 -12.04296 3.86512 -0.655 -0.532 0.013
H 3.63262 -10.59125 3.64368 0.218 -0.173 -0.255
O 6.50800 -14.28577 6.01810 -0.878 -0.383 -0.559
H 6.07453 -14.02397 5.18641 0.010 -0.015 0.421
H 7.15715 -13.62313 6.17646 0.815 0.905 0.257